(1)
Formula: C22H74N8O15
Source: OMol25
Level of theory: ωB97M-V/def2-TZVPD

Last column: Löwdin charge in e.
Geometry (Å):
C: -1.4431 -2.1589 4.6308  -0.0680
C: -1.2624 -1.7123 3.1613  -0.2737
O: -1.3829 -0.2734 3.2602  -0.1075
H: -1.2712 -3.2257 4.7512  0.0581
H: -2.4696 -1.9127 4.9389  0.0771
H: -0.8661 -1.6935 5.3752  0.0513
H: -1.9784 -2.1353 2.4070  0.1235
H: -0.2830 -2.0673 2.8651  0.0560
H: -1.8838 0.0397 2.5203  -0.0041
C: -2.0808 5.4030 1.9414  -0.0863
C: -1.8570 4.8214 0.5676  -0.3294
O: -2.0084 3.4361 0.7655  -0.1241
H: -1.2127 5.2105 2.6027  0.0625
H: -3.0743 5.1785 2.3654  0.0731
H: -2.0031 6.5385 1.7424  0.1006
H: -0.9261 5.1653 0.1908  0.0947
H: -2.7081 5.0586 -0.0480  0.0969
H: -2.3712 3.0738 -0.0953  0.0604
C: 3.0548 -2.9651 0.2623  -0.0636
C: 3.5727 -4.4418 0.1397  -0.2259
O: 2.4776 -5.4068 0.0151  -0.0798
H: 3.2711 -2.4734 -0.6443  0.0174
H: 3.4981 -2.4182 1.1074  0.0631
H: 1.9683 -2.9237 0.4355  0.0504
H: 4.2120 -4.5620 0.9904  0.0953
H: 4.2620 -4.4967 -0.6798  0.0874
H: 2.0194 -5.4525 -0.8187  0.0631
C: 2.5762 -5.1149 4.3951  -0.1106
C: 1.5561 -4.5833 3.4792  -0.3565
O: 2.1295 -3.3609 3.1125  -0.1091
H: 2.5687 -4.5158 5.2921  0.0643
H: 3.6237 -5.1484 3.9879  0.0859
H: 2.3491 -6.1953 4.7086  0.0968
H: 0.6312 -4.5009 3.9947  0.0841
H: 1.2782 -5.2279 2.6252  0.1163
H: 1.5690 -2.9309 2.4297  0.0352
C: 2.2127 -0.2240 -3.1257  -0.0552
C: 3.5696 -0.5269 -2.5207  -0.3326
O: 3.6716 0.0569 -1.3069  -0.1281
H: 1.5213 -1.0384 -2.7136  0.0918
H: 2.1806 -0.3091 -4.1316  0.0476
H: 1.8605 0.7925 -2.8941  0.0678
H: 4.3672 -0.0256 -3.1032  0.1304
H: 3.7694 -1.6004 -2.4349  0.1081
H: 4.5947 0.1801 -1.0359  0.1185
C: 3.3880 3.3004 -1.7204  -0.0821
C: 2.4743 3.5478 -0.5149  -0.3216
O: 1.2363 4.0086 -0.9196  -0.0487
H: 4.3696 2.8879 -1.3470  0.0818
H: 3.7348 4.2587 -2.0860  0.0722
H: 2.8448 2.6722 -2.5075  0.0828
H: 3.0159 4.1953 0.2555  0.1420
H: 2.2874 2.5150 -0.1229  0.0893
H: 0.6372 3.3286 -0.8350  -0.0030
C: -4.8244 -1.4822 -2.3424  -0.0524
C: -3.5648 -2.1990 -1.8263  -0.3180
O: -3.0096 -1.1478 -1.1326  -0.1510
H: -5.4260 -0.9397 -1.6692  0.0559
H: -5.4100 -2.2096 -2.9918  0.0999
H: -4.3160 -0.7548 -2.9788  0.0556
H: -2.9792 -2.5226 -2.6894  0.0890
H: -3.6448 -3.0003 -1.0950  0.1193
H: -2.0682 -1.3399 -0.9586  0.0516
C: -4.2803 0.9718 1.3842  -0.6275
O: -3.8809 -0.1505 1.9545  -0.0631
N: -4.6130 2.0869 2.0384  0.1789
N: -4.3381 1.0365 0.0686  0.1606
H: -4.4220 2.1025 3.0142  0.1064
H: -4.5793 3.0016 1.6242  0.0936
H: -3.8690 0.2364 -0.4333  0.0797
H: -4.3785 1.9234 -0.4727  0.0819
C: 3.0588 -0.2542 2.3551  -0.6429
O: 1.8089 -0.8733 2.2653  -0.1072
N: 3.3905 0.5649 1.4798  0.1488
N: 3.8695 -0.2558 3.3416  0.1941
H: 2.8125 0.6367 0.6426  0.0742
H: 4.3002 1.1191 1.5520  0.1853
H: 3.3465 -0.4375 4.2212  0.1610
H: 4.7925 0.2501 3.4027  0.1586
C: -0.0616 0.6118 -0.2859  -0.5597
O: -0.2393 1.5552 -1.2381  -0.0853
N: -1.0074 0.2776 0.5462  0.2423
N: 1.0518 -0.1015 -0.1686  0.1507
H: -1.8602 0.7227 0.3199  0.0817
H: -0.9544 -0.2104 1.4141  0.0748
H: 1.8245 -0.1874 -0.8445  0.0799
H: 1.2231 -0.5366 0.7157  0.0455
C: -0.6416 -3.4066 -0.6007  -0.5832
O: -0.3589 -3.5495 0.7106  -0.0656
N: -1.1479 -4.3889 -1.2915  0.1734
N: -0.4128 -2.2711 -1.3084  0.1608
H: -1.3798 -5.2688 -0.8572  0.1291
H: -1.4701 -4.1566 -2.2379  0.1164
H: 0.0771 -1.4964 -0.7854  0.0774
H: -0.4178 -2.0252 -2.2691  0.0541
C: 0.4172 3.0186 -4.4413  -0.1925
O: 1.1999 4.0266 -3.9036  -0.1046
H: -0.3918 3.3197 -5.0968  0.0753
H: -0.0970 2.5612 -3.5644  0.0646
H: 0.9650 2.3208 -5.0319  0.0647
H: 1.3927 3.6923 -3.0156  0.0161
C: -3.5321 2.2349 -2.7434  -0.1020
O: -3.6117 3.0702 -1.6177  -0.1338
H: -2.4661 2.1232 -3.1098  0.0975
H: -4.2218 2.5759 -3.5068  0.1028
H: -3.8069 1.3021 -2.5503  -0.0054
H: -4.1268 3.8600 -1.7974  0.1094
C: 0.6855 3.0203 2.6986  -0.1444
O: 2.0758 2.7528 2.8478  -0.1594
H: 0.6022 4.0649 2.3828  0.0589
H: 0.2439 2.9406 3.6946  0.0799
H: 0.0956 2.3405 1.9941  0.0890
H: 2.4047 2.0255 2.2378  0.0364
C: -1.0619 -0.2257 -3.8005  -0.1565
O: -0.8607 -1.5611 -4.1627  -0.0968
H: -1.9674 -0.1191 -3.1313  0.0796
H: -1.3882 0.2810 -4.6577  0.0731
H: -0.2612 0.3024 -3.3493  0.0270
H: -1.5599 -1.9060 -4.6601  0.0610

Forces on atoms 1 to 2 (eV/Å):
-2.068 -1.063 -1.276
-0.382 0.040 1.492

As for the lowest unoccupied orbital energy: -0.1 eV. The gap between HOMO and LUMO is 8.8 eV. The calculation puts the energy above the lowest of the compared OMol25 structures with the same formula, charge and spin at 9.3 kcal/mol. As for the HOMO energy: -8.901 eV.

---

(2)
Formula: C23H12BrF5MnN4O2S
Source: OMol25
Level of theory: ωB97M-V/def2-TZVPD

Last column: Löwdin charge in e.
Geometry (Å):
Mn: -0.5499 0.0534 -0.2901  0.6323
O: 3.6924 0.2975 -0.1392  0.0938
C: 2.4943 0.4295 -0.2784  -0.4442
N: 1.4664 -0.0588 0.4782  0.0458
C: 1.7267 -0.7181 1.6495  -0.4422
O: 2.7547 -0.7798 2.2884  0.0984
C: 0.4932 -1.4193 2.2087  -0.1788
C: 0.5951 -2.1915 3.3535  0.0127
C: -0.5419 -2.8279 3.8214  -0.0388
C: -1.7408 -2.6688 3.1403  -0.0436
C: -1.7563 -1.8728 2.0104  -0.1263
N: -0.6590 -1.2679 1.5536  0.0429
C: 2.0036 1.2287 -1.4792  -0.1773
C: 2.8977 1.9933 -2.2085  0.0133
C: 2.4175 2.7253 -3.2797  -0.0388
C: 1.0672 2.6645 -3.5965  -0.0455
C: 0.2448 1.8708 -2.8205  -0.1238
N: 0.7077 1.1661 -1.7860  0.0377
H: 1.5569 -2.2674 3.8396  0.1217
H: -0.4974 -3.4389 4.7138  0.1118
H: -2.6525 -3.1385 3.4818  0.1087
H: -2.6684 -1.6815 1.4578  0.1073
H: 3.9370 1.9930 -1.9135  0.1224
H: 3.0873 3.3466 -3.8605  0.1122
H: 0.6518 3.2288 -4.4199  0.1082
H: -0.8211 1.8054 -3.0039  0.1076
Br: 1.8162 -4.7032 -2.6356  0.7921
C: 0.3264 -3.5597 -2.6412  -0.6714
C: -0.6817 -3.7028 -3.5778  -0.0928
C: -1.7564 -2.8302 -3.5316  -0.0378
C: -1.7773 -1.8515 -2.5545  -0.1161
N: -0.8014 -1.7194 -1.6577  -0.0027
C: 0.2389 -2.5542 -1.6938  -0.1592
H: -0.6257 -4.4812 -4.3269  0.1114
H: -2.5683 -2.9036 -4.2414  0.1137
H: -2.5968 -1.1470 -2.4740  0.1096
H: 1.0169 -2.4095 -0.9533  0.1066
F: 0.3501 4.0975 4.0992  0.1319
C: -0.3212 3.4629 3.1402  -0.1397
C: -1.1733 2.4240 3.4549  -0.1437
F: -1.3288 2.0577 4.7283  0.1243
C: -1.8651 1.7737 2.4496  -0.2514
F: -2.6895 0.7894 2.8272  0.0761
C: -1.7337 2.1038 1.1032  -0.5591
S: -2.6053 1.2202 -0.1736  0.5807
C: -0.8819 3.1715 0.8340  -0.2494
F: -0.6999 3.5964 -0.4227  0.0772
C: -0.1804 3.8416 1.8209  -0.1435
F: 0.6311 4.8518 1.5057  0.1256

Forces on atoms 1 to 2 (eV/Å):
0.332 -0.336 0.057
-0.044 -0.051 0.076

As for the lowest unoccupied orbital energy (alpha / beta): -0.3 / -0.4 eV. As for the spin multiplicity: 6. The gap between HOMO and LUMO (alpha / beta) is 7.4 / 8.0 eV. The calculation puts the energy above the lowest of the compared OMol25 structures with the same formula, charge and spin at 0.0 kcal/mol. As for the HOMO energy (alpha / beta): -7.763 / -8.484 eV.

---

(3)
Formula: C23H13Cl5CoN5S2
Source: OMol25
Level of theory: ωB97M-V/def2-TZVPD

Last column: Löwdin charge in e.
Geometry (Å):
Co: 0.1441 -0.3144 -0.5056  0.6303
N: -3.1140 1.6873 -1.9921  0.2098
C: -3.1115 0.8298 -3.0883  -0.1608
C: -3.8248 0.8509 -4.2822  0.0081
C: -3.5717 -0.1774 -5.1615  -0.0505
C: -2.6506 -1.1962 -4.8580  -0.0482
C: -1.9493 -1.2080 -3.6725  -0.0065
C: -2.1795 -0.1604 -2.7813  -0.1961
N: -1.6379 0.1121 -1.5215  0.0924
C: -2.2264 1.2148 -1.1042  -0.2586
C: -1.8540 1.7944 0.1813  -0.2945
C: -2.4550 2.7483 0.9326  -0.2927
S: -1.5963 2.9630 2.3891  1.1429
C: -0.4682 1.7946 1.9047  -0.4155
N: -0.7173 1.2526 0.7426  -0.0363
H: -3.6922 2.5045 -1.8821  0.1808
H: -4.5464 1.6251 -4.5073  0.1238
H: -4.1014 -0.2089 -6.1043  0.1186
H: -2.4999 -1.9949 -5.5724  0.1161
H: -1.2608 -2.0064 -3.4325  0.1019
H: -3.3568 3.3035 0.7236  0.0971
H: 0.3818 1.5274 2.5170  0.0950
Cl: 3.7573 0.9917 -0.3176  0.8681
C: 3.2329 -0.1925 0.7496  -0.6480
C: 1.8645 -0.6184 0.6234  -0.2043
C: 1.4769 -1.6131 1.4798  -0.6765
Cl: -0.1913 -2.1129 1.2599  0.7868
C: 2.2971 -2.1860 2.4424  -0.6566
Cl: 1.7401 -3.3796 3.4695  0.8739
C: 3.6686 -1.7126 2.5469  -0.6723
Cl: 4.6717 -2.3961 3.7039  0.8461
C: 4.1273 -0.7203 1.7023  -0.7105
Cl: 5.7303 -0.1628 1.8135  0.7863
N: 1.1493 -3.4532 -1.9395  0.1375
C: 1.3333 -2.3305 -2.6594  -0.6855
N: 1.0077 -1.1355 -2.2396  -0.0013
C: 1.2848 -0.1639 -3.2193  -0.3217
C: 1.0634 1.2051 -3.1038  -0.0457
C: 1.3862 2.0297 -4.1674  -0.0554
C: 1.9262 1.5013 -5.3390  -0.0562
C: 2.1543 0.1422 -5.4633  -0.0576
C: 1.8259 -0.6755 -4.3925  -0.4519
S: 2.0006 -2.4069 -4.2572  1.1540
H: 0.7155 -3.4113 -1.0339  0.0687
H: 1.4007 -4.3539 -2.3068  0.1142
H: 0.6518 1.6278 -2.1911  0.0942
H: 1.2215 3.0965 -4.0926  0.1152
H: 2.1696 2.1603 -6.1610  0.1186
H: 2.5755 -0.2686 -6.3716  0.1227

Forces on atoms 1 to 2 (eV/Å):
-0.151 0.308 -0.642
-0.143 0.048 -0.055

As for the lowest unoccupied orbital energy (alpha / beta): -6.1 / -9.6 eV. As for the spin multiplicity: 5. The gap between HOMO and LUMO (alpha / beta) is 7.6 / 4.1 eV. The calculation puts the energy above the lowest of the compared OMol25 structures with the same formula, charge and spin at 0.8 kcal/mol. As for the total charge: +2. As for the HOMO energy (alpha / beta): -13.702 / -13.695 eV.

---

(4)
Formula: C23H13CoF5N5OS
Source: OMol25
Level of theory: ωB97M-V/def2-TZVPD

Last column: Löwdin charge in e.
Geometry (Å):
Co: 0.1995 0.0073 0.2203  0.8004
N: -0.2724 -3.3929 -1.9933  0.1848
C: -1.6195 -3.0510 -2.2130  -0.1580
C: -2.6761 -3.5913 -2.8751  -0.0165
C: -3.8963 -2.8689 -2.9102  -0.0367
C: -4.0045 -1.5759 -2.3226  -0.0450
C: -3.0027 -1.0896 -1.4828  -0.0037
C: -1.8012 -1.8359 -1.4348  -0.1819
N: -0.5888 -1.5610 -0.8649  0.0624
C: 0.3221 -2.4825 -1.2302  -0.2196
C: 1.7402 -2.2943 -0.8037  -0.2414
C: 2.8844 -2.9861 -1.0768  -0.2761
S: 4.3009 -2.1310 -0.5374  1.1410
C: 3.2515 -0.8449 -0.0691  -0.4068
N: 1.9543 -1.0245 -0.2088  -0.0381
H: 0.2402 -4.1292 -2.5160  0.2022
H: -2.6289 -4.6719 -3.2777  0.1538
H: -4.7910 -3.3704 -3.3131  0.1234
H: -4.9046 -1.0338 -2.5149  0.1068
H: -3.0930 -0.1783 -0.9670  0.0863
H: 3.0118 -3.9204 -1.5363  0.0748
H: 3.6114 -0.0015 0.4884  0.0779
F: 1.9261 4.5067 -4.0819  0.2125
C: 1.2191 3.8722 -3.1415  -0.0620
C: 1.6626 3.6458 -1.8440  -0.0653
F: 2.7033 4.3996 -1.3873  0.1423
C: 1.0688 2.7139 -1.0000  -0.0752
F: 1.5637 2.3427 0.2044  0.1147
C: -0.1585 2.1149 -1.4291  -0.1910
O: -0.8352 1.3559 -0.6215  -0.0139
C: -0.7158 2.5621 -2.6674  -0.0479
F: -1.8112 1.8391 -3.0721  0.1411
C: -0.0547 3.4358 -3.4563  -0.0823
F: -0.4362 3.7608 -4.7289  0.1498
N: -1.5692 0.2779 3.8636  0.1306
C: -1.5083 -0.1205 2.5861  -0.1189
N: -0.3294 0.1271 2.0354  -0.0154
C: 0.5164 0.6130 3.1166  -0.1692
C: 1.8610 0.9615 3.1608  -0.0183
C: 2.3992 1.2981 4.4438  -0.0485
C: 1.5716 1.4408 5.5630  -0.0708
C: 0.2005 1.2004 5.5313  0.0064
C: -0.2943 0.7156 4.3042  -0.1464
H: -2.4769 0.2727 4.3978  0.2055
H: -2.3551 -0.5147 2.0055  0.1570
H: 2.5332 0.9655 2.3051  0.0811
H: 3.4689 1.3402 4.4422  0.1054
H: 2.1489 1.5048 6.5142  0.1340
H: -0.5357 1.3962 6.3949  0.1542

Forces on atoms 1 to 2 (eV/Å):
0.293 -1.784 -0.399
0.362 -1.854 -1.650

As for the lowest unoccupied orbital energy (alpha / beta): -5.8 / -9.3 eV. As for the spin multiplicity: 5. The gap between HOMO and LUMO (alpha / beta) is 8.1 / 4.6 eV. As for the total charge: +2. As for the HOMO energy (alpha / beta): -13.886 / -13.892 eV.

---

| no. | molar mass (g mol⁻¹) |
| --- | --- |
| 1 | 690.9 |
| 2 | 638.3 |
| 3 | 659.7 |
| 4 | 561.4 |